This record from OMol25 describes the ion C4H11IN3 with charge +1 at a distorted geometry. The level of theory is ωB97M-V with the def2-TZVPD basis set.

Structure (XYZ):
```
19
Properties=species:S:1:pos:R:3:nbo_charge:R:1
C -0.9869 0.2025 1.2820 -0.62
C -0.0206 1.1218 0.5289 -0.38
C -1.9038 -0.7884 0.6650 0.24
C 1.9233 0.8509 -1.0253 -0.45
N -0.2114 -1.9027 -0.5097 -0.59
N -1.5115 -1.3915 -0.4370 -0.36
N 1.4150 0.7053 0.3604 -0.53
I -4.0007 -0.3132 0.4375 0.25
H -0.6007 -0.2448 2.1644 0.25
H -1.7203 1.0007 1.6944 0.30
H -0.4504 1.5288 -0.3107 0.18
H 1.1497 0.4511 -1.6570 0.20
H 2.0164 1.9587 -1.2476 0.24
H 2.8890 0.4588 -1.3423 0.25
H 0.3971 -1.4971 0.1983 0.35
H 0.2136 -1.5888 -1.3696 0.37
H -2.2794 -1.8742 -0.9553 0.44
H 2.0872 1.5233 0.7547 0.44
H 1.5944 -0.2010 0.7689 0.41
```

The value obtained for the HOMO energy (spin up / spin down) is -10.8 / -10.8 eV. The molar mass comes out at 228.057 g/mol. Its gap between HOMO and LUMO (spin up / spin down) is 0.22347 / 0.22349 hartree. The total energy is -620.510577 Ha. The total charge is +1.